Entry from the OMol25 dataset: a molecular structure, C8H36O20Zn2 in a non-equilibrium geometry (the ωB97M-V functional and the def2-TZVPD basis).

Structure (XYZ):
```
66
Properties=species:S:1:pos:R:3:forces:R:3:mulliken_charge:R:1
Zn -3.3300 0.6354 2.8802 1.861 -0.390 -2.244 0.6295
Zn 1.5012 -2.1741 0.1766 0.614 0.614 2.224 0.3783
C 2.4318 4.2610 -0.5771 0.656 -0.279 0.357 -0.3568
C 3.0909 4.7090 -1.8935 -0.112 3.970 0.170 0.5889
O 3.8136 5.7611 -1.8491 -0.039 -1.312 1.100 -0.6809
O 2.7361 4.2907 -2.9949 -0.824 -2.405 -0.760 -0.6457
H 3.1919 3.7785 0.0374 -0.018 -0.438 -0.006 0.0552
H 1.5627 3.6161 -0.7075 0.091 -0.241 -0.201 -0.0371
H 2.1242 5.0797 0.0734 0.016 0.403 -0.480 0.3930
C 3.7853 0.9725 1.3142 0.115 0.124 0.242 -0.4549
C 3.3927 -0.3652 1.9598 -1.653 1.187 2.072 0.6102
O 3.1782 -1.3365 1.2075 -0.704 -2.052 -3.173 -0.6662
O 3.2083 -0.4411 3.1796 0.700 0.867 -0.223 -0.5663
H 3.7325 1.8510 1.9572 0.390 -0.423 0.574 0.3289
H 3.1337 1.2857 0.4984 0.072 -0.727 -0.412 -0.2024
H 4.8068 0.7800 0.9862 0.059 0.503 -0.352 0.3686
C 0.7909 -5.2277 3.4484 0.325 0.274 -0.994 -1.1324
C 1.2656 -3.9271 2.6552 1.432 0.959 4.433 0.5982
O 1.8481 -3.0643 3.3539 -1.104 -1.970 -1.319 -0.5092
O 0.9840 -3.8058 1.4357 -0.649 0.147 -2.900 -0.6844
H 0.1562 -4.9781 4.2987 0.182 0.291 -0.040 0.2699
H 1.6750 -5.7468 3.8184 0.094 0.272 0.141 0.3702
H 0.2609 -5.9702 2.8519 -0.126 0.207 -0.328 0.2989
C -0.5311 0.9579 -0.2823 -0.836 -0.639 0.599 -0.0184
C -0.6766 0.0482 0.9601 3.395 -1.498 -0.810 0.3425
O 0.0520 -1.0029 1.0399 -1.874 2.076 -0.412 1.2874
O -1.3312 0.4513 1.9507 -2.336 0.879 1.770 -0.6916
H -1.1009 1.8798 -0.1668 0.211 0.018 0.100 0.5073
H -0.9872 0.4121 -1.1082 0.138 0.044 -0.145 -0.1922
H 0.5184 1.1464 -0.5087 -0.144 -0.021 0.172 -0.3484
O -2.7237 1.1826 -3.7749 0.129 0.586 -0.496 -0.6639
H -3.4238 1.7744 -4.0503 -0.108 0.107 -0.372 0.3049
H -2.9532 0.9405 -2.8777 -0.308 -0.318 0.475 0.4267
O -3.0131 3.7275 -0.9775 -0.302 -0.297 0.407 -0.5651
H -2.8742 3.2955 -1.8203 0.192 -0.188 -0.241 0.2727
H -2.8188 4.6496 -1.1456 0.113 0.331 0.062 0.2987
O -3.7813 1.7050 1.1673 -0.457 -0.281 0.570 -0.2844
H -3.4568 2.5550 0.8697 0.595 0.733 -0.269 0.2652
H -4.5202 1.5146 0.5894 -0.340 -0.215 -0.183 0.2847
O 0.3018 -0.7528 4.0171 0.018 -0.013 0.584 -0.5401
H -0.5463 -0.9867 4.3942 -0.165 -0.007 0.253 0.1827
H 0.0880 -0.1706 3.2881 0.032 0.060 -0.294 0.2547
O -1.7017 -2.8677 2.4625 -1.596 0.007 0.211 -0.7949
H -0.7525 -2.9420 2.3642 0.931 0.201 -0.490 0.1844
H -1.8211 -2.3758 3.2749 0.556 -0.239 0.600 0.2677
O 3.2896 1.2620 -2.1898 -0.342 -0.813 -0.108 -0.6725
H 4.0805 1.5424 -1.7292 0.245 -0.001 0.121 0.3213
H 2.7276 2.0369 -2.1952 -0.092 0.839 -0.334 0.2328
O -3.3687 -0.4447 -1.8866 -0.896 0.296 0.772 -0.6713
H -2.6220 -0.8817 -2.2962 0.782 -0.679 -0.425 0.3513
H -3.7429 -1.1051 -1.3034 -0.060 -0.011 0.098 0.2588
O -0.1081 0.7116 -3.5993 0.463 -0.394 0.180 -0.5914
H 0.4937 1.3040 -4.0501 0.544 0.100 -0.063 0.2657
H -0.9733 0.9489 -3.9328 -0.790 0.536 -0.109 0.3336
O -0.1518 -2.9643 -0.9151 -0.084 -0.353 -0.110 -0.2788
H -0.4079 -2.8393 -1.8289 0.010 0.434 -0.640 0.2289
H -0.5221 -3.8141 -0.6762 0.180 -0.361 0.614 0.2606
O -1.2713 -1.6701 -3.1622 -0.566 -0.762 0.431 -0.6852
H -0.7773 -0.8885 -3.4098 0.837 0.751 -0.404 0.3827
H -1.6837 -1.9611 -3.9755 -0.100 -0.232 -0.318 0.2748
O -3.5870 -1.1240 1.6978 -0.991 1.113 0.297 -0.4082
H -4.0751 -1.6662 1.0780 -0.503 -0.013 0.009 0.2172
H -2.9403 -1.7180 2.0787 1.510 -1.168 -0.176 0.5256
O 1.5245 -0.8964 -1.5628 -0.315 -0.991 0.162 -0.4253
H 0.6801 -0.6632 -1.9486 -0.200 0.079 -0.022 0.1155
H 2.1484 -0.2948 -1.9691 1.146 0.723 0.051 0.2297
```
Forces are in eV/Å.

For the orbital gap, the calculation gives 1.4958 eV. For the HOMO energy, the calculation gives -6.65 eV.

=====

Entry from the OMol25 dataset: 2 unconnected molecules or ions with the total composition C3H11N2 in a non-equilibrium geometry (the ωB97M-V functional and the def2-TZVPD basis).

Structure (XYZ):
```
16
Properties=species:S:1:pos:R:3:forces:R:3:mulliken_charge:R:1
C 0.7114 -0.0154 3.2392 0.525 0.774 0.111 -0.8027
C -0.5813 0.2984 2.5149 -1.388 -0.129 2.398 -0.8813
H 1.3102 -0.8278 2.8092 -0.058 0.386 -0.029 0.2607
H 0.4855 -0.2669 4.2742 0.042 -0.296 -0.040 0.2689
H 1.2771 0.9235 3.3123 0.348 -0.452 -0.100 0.2679
H -1.2504 0.7054 3.2974 0.248 0.237 -0.127 0.2772
H -0.6061 1.1211 1.8144 0.287 -0.495 -0.933 0.3010
H -1.1366 -0.6243 2.3718 0.002 -0.012 -1.322 0.3084
N 0.0761 0.8606 -2.3051 -1.574 0.321 -0.692 -0.3405
C 0.3940 -0.1023 -3.1554 0.254 -0.860 2.073 0.1943
N -0.4182 -1.1015 -3.4671 1.594 0.823 -1.549 -0.3026
H -0.9192 1.0488 -2.2308 0.003 -0.149 0.284 0.2619
H 0.5298 1.0153 -1.4140 0.958 0.375 -0.504 0.2812
H 1.4425 -0.2022 -3.4495 -0.221 -0.209 0.356 0.3463
H 0.0968 -1.7993 -3.9905 -0.693 -0.226 -0.431 0.2788
H -1.4117 -1.0334 -3.6212 -0.329 -0.085 0.502 0.2803
```
Forces are in eV/Å.

For the orbital gap, the calculation gives 8.6521 eV. For the HOMO energy, the calculation gives -13.80 eV. The calculation puts the energy above the lowest of the compared OMol25 structures with the same formula, charge and spin at 153.5 kJ/mol. Its total charge is +1.

=====

Entry from the OMol25 dataset: 6 unconnected molecules or ions with the total composition C36H79ClN2O9 in a non-equilibrium geometry (the ωB97M-V functional and the def2-TZVPD basis).

Structure (XYZ):
```
127
Properties=species:S:1:pos:R:3:forces:R:3:mulliken_charge:R:1
C 3.4364 0.2979 -1.7056 0.243 0.054 0.265 -1.7601
C 3.3620 1.5744 -0.8448 0.076 -0.270 -0.414 -0.3758
C 2.4524 2.6809 -1.4155 0.402 -0.567 -0.232 -0.5481
Cl 1.1655 2.9993 -0.2094 -0.265 0.041 0.099 -0.2480
C 3.1635 3.9982 -1.7762 -0.572 1.061 0.894 2.3913
C 4.0971 3.8858 -2.9886 0.411 -1.074 0.172 -1.1061
C 4.9546 2.6398 -3.1672 -0.662 -1.882 -1.665 -0.6035
O 4.6312 1.7481 -3.9563 0.828 1.993 1.915 -0.5514
O 6.1103 2.5182 -2.4630 -0.257 -0.250 -0.593 -0.5377
C 3.7872 4.5148 -0.4349 0.762 0.519 0.809 -0.3917
C 5.3013 4.7242 -0.3173 -0.452 -0.222 -0.329 -1.7838
N 3.0612 5.7307 -0.0221 0.112 -0.464 -1.191 -0.0186
C 2.0087 6.0137 -0.8970 -0.229 0.317 1.125 -0.3349
O 1.1976 6.8912 -0.6926 0.468 -0.194 -0.402 -0.6430
C 2.1328 5.1593 -2.1351 -0.045 0.058 -1.018 1.9459
C 2.6866 6.2321 -3.1525 -0.279 0.264 0.688 -1.9329
C 3.8557 7.1278 -2.7395 0.284 -0.176 -0.470 -0.9503
O 4.6047 7.5607 -3.8752 -0.238 0.303 0.278 -0.5908
C 0.8098 4.6958 -2.8026 -0.336 -0.145 0.427 -2.0582
C -0.5127 5.0191 -2.0925 -0.349 -0.106 -0.464 -0.7916
C -1.6413 4.0330 -2.4609 0.354 0.651 0.520 -0.7752
C -2.7316 4.0400 -1.3977 -0.042 -0.231 0.232 -0.7468
N -2.5824 2.8973 -0.4800 -0.068 0.151 -0.090 -0.3972
H 4.4756 0.0314 -1.8607 0.169 -0.100 -0.122 0.2140
H 3.0007 0.4205 -2.6873 -0.158 -0.004 -0.171 0.3760
H 2.9739 -0.5452 -1.2066 -0.261 -0.102 0.060 0.4178
H 3.0091 1.2817 0.1336 -0.038 0.174 0.307 0.8292
H 4.3677 1.9548 -0.7059 0.167 0.152 0.086 0.1299
H 1.9595 2.2721 -2.2885 -0.209 0.016 -0.103 0.8503
H 3.4682 3.8699 -3.8672 -0.046 0.067 -0.254 0.6021
H 4.7546 4.7462 -3.0280 0.038 0.254 -0.042 0.5209
H 6.4219 3.3713 -2.1546 -0.101 0.264 0.271 0.4128
H 3.5978 3.8249 0.3808 -0.287 -0.535 -0.226 0.3800
H 5.7337 5.2824 -1.1429 0.154 0.238 -0.018 0.3058
H 5.4938 5.2334 0.6196 0.172 0.221 0.108 0.5101
H 5.7886 3.7588 -0.2469 0.147 -0.176 0.039 0.3651
H 3.6655 6.5127 0.1718 -0.257 0.309 0.425 0.4030
H 1.8364 6.8930 -3.2805 -0.177 0.114 -0.197 0.8865
H 2.8696 5.7902 -4.1238 0.135 -0.161 -0.135 0.6271
H 4.5301 6.6488 -2.0350 0.057 -0.111 0.167 0.1961
H 3.4837 8.0285 -2.2706 -0.057 0.193 0.150 0.4393
H 5.0125 6.7872 -4.2593 0.183 -0.235 -0.289 0.3427
H 0.8303 3.6266 -2.9898 0.105 -0.132 0.039 0.4445
H 0.7363 5.1453 -3.7857 0.130 0.027 -0.290 0.5404
H -0.8324 6.0077 -2.4083 -0.025 0.281 0.183 0.4381
H -0.4282 5.0582 -1.0177 0.226 -0.067 0.244 0.6174
H -1.2114 3.0365 -2.5137 -0.175 -0.308 -0.291 0.4769
H -2.0703 4.3336 -3.4093 0.043 -0.274 -0.382 0.3455
H -2.6885 4.9776 -0.8415 0.021 0.294 -0.063 0.3925
H -3.7231 3.9897 -1.8377 -0.152 -0.121 -0.130 0.3671
H -3.0239 3.1445 0.3943 -0.122 -0.186 0.200 0.2333
H -1.6051 2.7514 -0.2633 0.161 0.028 -0.015 0.1016
C -5.4719 0.8909 0.4579 -0.003 -0.071 -0.198 -0.8301
C -6.4716 1.9962 0.1650 0.055 -0.045 0.175 -0.4712
O -6.6836 2.2334 -1.2150 -0.004 0.151 -0.048 -0.4302
C -7.1765 1.1364 -1.9573 -0.014 -0.093 -0.082 -0.3301
C -8.5269 0.6250 -1.4834 0.015 0.021 0.124 -1.0181
H -4.5275 1.0887 -0.0511 0.016 0.041 0.031 0.2575
H -5.2869 0.8240 1.5308 -0.017 0.004 0.016 0.3817
H -5.8316 -0.0844 0.1273 -0.020 -0.028 0.110 0.1523
H -6.1004 2.9418 0.5630 -0.008 0.042 -0.063 0.3590
H -7.4249 1.7974 0.6697 -0.005 -0.024 -0.012 0.3377
H -6.4417 0.3235 -1.9738 -0.022 -0.023 0.032 0.3080
H -7.2656 1.5010 -2.9810 0.026 0.049 0.003 0.3488
H -8.4714 0.1963 -0.4817 0.012 -0.045 -0.022 0.2326
H -8.8898 -0.1523 -2.1567 0.001 0.006 -0.026 0.3919
H -9.2559 1.4361 -1.4596 -0.009 0.005 -0.036 0.2928
C -3.7881 -3.9739 3.2313 -0.034 -0.122 -0.129 -0.7579
C -4.7762 -2.8600 2.9335 0.028 -0.024 0.155 -0.4122
O -4.9835 -2.6325 1.5531 0.007 0.152 -0.082 -0.3793
C -5.4937 -3.7269 0.8162 -0.041 -0.089 -0.076 -0.3680
C -6.8525 -4.2131 1.2918 0.017 0.024 0.142 -0.9885
H -2.8391 -3.7905 2.7252 0.013 0.046 0.025 0.2949
H -3.6063 -4.0374 4.3048 0.003 0.026 0.016 0.3903
H -4.1609 -4.9455 2.9038 -0.005 -0.027 0.095 0.0298
H -4.3961 -1.9167 3.3270 -0.012 0.043 -0.068 0.3364
H -5.7306 -3.0504 3.4385 0.005 -0.042 0.000 0.2998
H -4.7729 -4.5524 0.8052 -0.024 -0.024 0.033 0.3052
H -5.5753 -3.3661 -0.2096 0.033 0.051 0.004 0.3939
H -6.8046 -4.6382 2.2956 0.015 -0.054 -0.026 0.1772
H -7.2275 -4.9878 0.6222 0.000 0.006 -0.028 0.4003
H -7.5679 -3.3896 1.3102 -0.009 0.005 -0.040 0.2913
C 8.5085 -4.3489 -3.0598 -0.025 0.100 0.075 -1.0444
C 7.2650 -4.2321 -3.9254 0.094 -0.044 -0.073 -0.3074
O 6.1409 -3.7044 -3.2501 -0.111 -0.076 0.032 -0.4435
C 6.2899 -2.3945 -2.7326 0.022 0.128 0.027 -0.1724
C 6.5829 -1.3393 -3.7854 0.102 -0.118 -0.063 -0.7807
H 8.2931 -4.9240 -2.1585 0.000 -0.036 -0.012 0.2817
H 9.3038 -4.8495 -3.6127 -0.005 -0.022 -0.013 0.3918
H 8.8840 -3.3724 -2.7507 0.030 0.000 -0.043 0.2706
H 6.9600 -5.2246 -4.2574 -0.060 0.002 0.013 0.3433
H 7.4795 -3.6495 -4.8287 0.032 0.023 0.021 0.2931
H 7.0556 -2.3785 -1.9476 0.027 0.014 -0.024 0.2284
H 5.3396 -2.1716 -2.2483 -0.040 -0.057 0.000 0.1999
H 7.5555 -1.4977 -4.2553 0.018 0.036 0.035 0.3593
H 6.5891 -0.3459 -3.3368 -0.048 0.015 0.000 0.1534
H 5.8257 -1.3592 -4.5696 -0.042 0.041 0.028 0.2681
C 1.5771 1.0794 5.2048 0.115 -0.116 0.017 -1.2457
C 1.7181 1.0712 3.6923 -0.136 0.059 0.003 -0.1365
O 3.0131 0.7243 3.2339 0.075 0.123 -0.102 -0.3889
C 3.4712 -0.5652 3.5942 0.040 -0.123 0.012 -0.3535
C 2.6095 -1.6974 3.0611 -0.108 0.068 0.013 -1.0028
H 2.3324 1.7249 5.6547 -0.017 0.039 -0.005 0.3148
H 0.5899 1.4462 5.4859 -0.010 0.023 -0.015 0.4032
H 1.6942 0.0823 5.6321 -0.056 -0.005 -0.003 0.2861
H 1.5371 2.0746 3.3064 0.056 0.004 -0.054 0.2648
H 0.9639 0.4193 3.2371 0.000 -0.025 0.038 0.3248
H 3.5819 -0.6435 4.6817 -0.040 -0.020 0.005 0.3490
H 4.4726 -0.6413 3.1702 0.013 0.055 -0.012 0.3317
H 1.6122 -1.6951 3.5031 0.018 -0.033 0.032 0.2710
H 3.0706 -2.6583 3.2900 0.026 -0.004 -0.009 0.4018
H 2.4943 -1.6135 1.9795 0.032 -0.014 -0.014 0.2027
C -3.7673 -8.8697 5.5214 -0.027 -0.069 -0.111 -1.1223
C -4.7421 -7.7467 5.2105 0.022 -0.025 0.133 -0.3207
O -4.9355 -7.5192 3.8278 0.031 0.176 -0.094 -0.3485
C -5.4610 -8.6036 3.0856 -0.059 -0.089 -0.065 -0.3464
C -6.8348 -9.0590 3.5470 0.022 0.027 0.129 -1.0926
H -2.8145 -8.6973 5.0196 0.017 0.027 0.021 0.3087
H -3.5920 -8.9260 6.5958 0.005 0.022 0.014 0.3967
H -4.1447 -9.8404 5.1964 -0.021 -0.006 0.048 0.2664
H -4.3504 -6.8079 5.6026 -0.011 0.040 -0.053 0.3223
H -5.7023 -7.9209 5.7095 0.003 -0.042 -0.004 0.3173
H -4.7567 -9.4431 3.0815 -0.021 -0.022 0.032 0.2970
H -5.5251 -8.2419 2.0592 0.037 0.050 0.003 0.3476
H -6.8088 -9.4830 4.5519 0.006 -0.046 -0.022 0.2655
H -7.2197 -9.8259 2.8746 0.000 0.004 -0.026 0.3950
H -7.5317 -8.2201 3.5569 -0.008 0.006 -0.039 0.2972
```
Forces are in eV/Å.

For the orbital gap, the calculation gives 9.0368 eV. For the HOMO energy, the calculation gives -8.92 eV. As for the structure (SMILES): CC[C@@H](Cl)[C@]1(CC(=O)O)[C@@H](C)NC(=O)[C@]1(CCO)CCCCN.CCOCC.CCOCC.CCOCC.CCOCC.CCOCC.